# CH8Si2

2 unconnected molecules or ions with the total composition CH8Si2 (the ωB97M-V functional and the def2-TZVPD basis, the Open Molecules 2025 dataset).

Values from the calculation:
Kohn-Sham gap (alpha / beta)   8.56 / 9.35 eV
LUMO energy (alpha / beta)   -0.779 / -0.797 eV
ΔE to the lowest compared entry with this formula, charge and spin   86.5 kcal/mol

```
11
Properties=species:S:1:pos:R:3:forces:R:3:mulliken_charge:R:1
C 0.5518 -0.3652 0.0299 -0.4287 0.9503 2.1650 -0.64
Si -1.0164 -1.3761 -0.1175 0.5812 0.2284 -0.1617 0.41
Si 0.6711 1.4800 -0.2973 -0.0453 -0.7125 -0.1878 0.39
H 0.4478 0.2051 2.1334 0.0847 -0.6712 -2.0033 0.05
H 1.4857 -0.9020 0.1255 0.1665 -0.0939 -0.0513 0.47
H -2.1304 -0.7079 0.5405 -0.2841 0.1537 0.1490 -0.10
H -1.2963 -1.4777 -1.5606 -0.1175 -0.0512 -0.1641 -0.11
H -0.8170 -2.7259 0.4083 -0.0083 -0.2256 0.1536 -0.13
H 1.9013 2.0169 0.2652 0.2969 0.1848 0.1844 -0.11
H 0.7071 1.6878 -1.7560 0.0028 0.0750 -0.2023 -0.13
H -0.5047 2.1649 0.2287 -0.2483 0.1623 0.1184 -0.10
```
Forces are in eV/Å.

=====

# C41H59BrCuN8O2P2S

A molecular structure, C41H59BrCuN8O2P2S (the ωB97M-V functional and the def2-TZVPD basis, the Open Molecules 2025 dataset).

Values from the calculation:
Kohn-Sham gap (alpha / beta)   5.95 / 6.78 eV
LUMO energy (alpha / beta)   0.374 / -0.007 eV
2S+1   2

```
115
Properties=species:S:1:pos:R:3:forces:R:3:lowdin_spin:R:1
Cu 0.3823 -0.2470 0.1742 -0.4269 -0.1417 -0.4320 0.01
C -2.3733 -4.1971 1.6852 0.1657 0.0749 0.1199 0.00
C -2.1742 -2.8987 2.4599 0.2316 0.1712 -0.2623 0.00
C -3.5154 -2.1747 2.5837 0.2519 0.0571 0.0178 0.01
P -0.8721 -1.7962 1.6268 0.2098 -0.4080 1.2543 0.02
C 0.7261 -2.7551 1.8560 -0.1721 0.0222 -0.0150 0.00
C 0.8945 -3.5014 3.1719 0.1018 0.2225 -0.1343 0.00
C 0.9540 -3.6615 0.6436 0.0582 0.1714 0.0212 0.00
C -0.7784 -0.3987 2.9643 -0.4987 -0.3265 -0.4408 0.06
C -1.4507 -0.6640 4.2630 -0.0841 0.3117 0.2247 0.13
C -2.2848 0.2214 4.8615 0.2684 -0.5700 0.0380 0.04
C -2.6767 1.3986 4.2041 -0.1025 0.4423 -0.2310 0.17
C -2.1574 1.6863 2.9634 -0.3058 0.0832 0.3378 0.02
C -1.2316 0.8710 2.3020 -0.2806 0.1001 0.2047 0.14
N -0.8010 1.1606 1.0617 0.1760 -0.6517 -0.3109 0.21
C -0.7167 2.4811 0.6731 -0.0312 0.6172 -0.1481 0.01
C -0.2529 3.4595 1.5687 0.1972 -0.0225 0.0468 0.03
C -0.1262 4.7792 1.1975 -0.0633 0.0115 -0.0728 0.00
C -0.5102 5.1800 -0.0742 -0.0282 0.0836 -0.0964 0.03
C -0.9776 4.2343 -0.9687 0.0736 0.1865 0.1481 0.00
C -1.0494 2.8875 -0.6376 0.1230 -0.3141 -0.0680 0.02
P -1.5102 1.5744 -1.8177 -0.6887 0.6139 -0.2947 0.01
C -1.4361 2.3540 -3.5573 -0.0928 -0.1821 0.2213 0.00
C -0.0569 2.9650 -3.8242 -0.0903 -0.1956 0.0273 0.00
C -2.5204 3.2961 -4.0802 0.0373 -0.1464 0.0327 0.00
C -3.3514 1.4506 -1.3892 0.3090 -0.0697 0.0489 0.00
C -4.0905 2.7386 -1.0506 0.1757 -0.1552 0.0927 0.00
C -4.1085 0.6358 -2.4351 0.2135 0.0616 0.1230 0.00
H -3.1653 -4.7816 2.1531 -0.0880 -0.0696 0.0073 0.00
H -1.4726 -4.8024 1.6779 0.0651 -0.1458 -0.0381 0.00
H -2.6610 -3.9850 0.6572 -0.0236 -0.0473 -0.0982 0.00
H -1.8082 -3.1342 3.4643 -0.0149 0.0506 -0.1054 0.00
H -4.0271 -2.1518 1.6279 -0.1157 -0.0178 -0.1809 0.00
H -3.3923 -1.1600 2.9476 -0.1718 0.1089 0.0024 0.00
H -4.1486 -2.7105 3.2874 -0.1278 -0.0449 0.0928 0.00
H 1.4876 -1.9657 1.7879 -0.0888 -0.0877 0.0742 0.00
H 0.1815 -4.3166 3.2573 -0.0965 -0.1298 0.0354 0.00
H 0.7654 -2.8248 4.0114 -0.0103 -0.0047 0.1780 0.00
H 1.8970 -3.9248 3.2289 0.0897 -0.0902 0.0480 0.00
H 0.3473 -4.5616 0.6917 -0.0797 -0.0939 -0.0472 0.00
H 2.0000 -3.9708 0.6003 0.0527 -0.0479 -0.0080 0.00
H 0.7094 -3.1232 -0.2729 0.0540 -0.1176 -0.0919 0.00
H -1.1188 -1.5423 4.7913 -0.0459 -0.2226 0.0556 0.01
H -2.6818 0.0032 5.8437 0.0050 -0.0729 0.0712 0.00
H -3.3902 2.0647 4.6615 -0.1010 0.0838 0.0393 0.01
H -2.4959 2.5696 2.4405 -0.0299 0.0680 0.0113 0.00
H 0.0360 3.1514 2.5643 -0.0009 -0.0232 0.0301 0.00
H 0.2577 5.5062 1.8977 0.0487 0.0370 0.1096 0.00
H -0.4408 6.2156 -0.3708 -0.0225 0.1135 -0.0047 0.00
H -1.3166 4.5634 -1.9357 0.0371 0.0159 -0.1426 0.00
H -1.4989 1.4418 -4.1716 0.0121 0.0815 0.0948 0.00
H 0.0296 3.9544 -3.3845 0.0739 0.0499 0.0494 0.00
H 0.0956 3.0727 -4.8985 0.0150 -0.0166 -0.0890 0.00
H 0.7487 2.3529 -3.4286 0.1606 0.0323 -0.0051 0.00
H -2.6201 4.1991 -3.4874 -0.0087 0.1491 0.0762 0.00
H -3.4908 2.8142 -4.1292 -0.1287 0.0285 0.0316 0.00
H -2.2587 3.5928 -5.0973 -0.0001 0.0728 -0.0753 0.00
H -3.3053 0.8724 -0.4541 0.0013 0.0848 -0.1518 0.00
H -4.1876 3.3889 -1.9130 -0.0415 0.1368 -0.1357 0.00
H -3.5719 3.2809 -0.2631 -0.0536 0.0947 0.0329 0.00
H -5.0889 2.4857 -0.6935 -0.1502 0.0662 0.0241 0.00
H -4.3624 1.2514 -3.2913 -0.0933 0.0513 -0.1225 0.00
H -5.0393 0.2490 -2.0229 -0.1555 -0.0680 0.0203 0.00
H -3.5091 -0.1946 -2.7975 -0.0279 -0.1297 -0.1271 0.00
C 1.9085 0.9075 -1.5693 0.0414 0.3092 -0.3449 0.00
N 2.2629 -0.3342 -0.8655 -0.0841 -0.1628 0.2785 0.00
C 3.5369 -0.0891 -0.1662 0.2348 0.2550 0.4615 0.00
N 4.6026 0.3154 -1.0677 0.2474 -0.0539 0.0531 0.00
C 4.1835 1.5334 -1.7551 0.0990 0.1799 0.0115 0.00
N 2.9442 1.3298 -2.4955 0.0110 0.2485 -0.1726 0.00
C 3.1613 0.2560 -3.4583 -0.0212 0.0377 -0.2137 0.00
N 3.5692 -0.9837 -2.8087 0.1694 -0.2333 -0.1032 0.00
C 2.5290 -1.3789 -1.8698 -0.1327 -0.3320 -0.3336 0.00
C 4.7943 -0.7301 -2.0635 0.1747 -0.0993 -0.0723 0.00
H 1.7489 1.6948 -0.8291 -0.0593 0.0507 0.0134 0.00
H 0.9798 0.7314 -2.1181 0.0838 0.0055 0.0321 0.00
H 3.8406 -1.0049 0.3536 -0.0985 0.0557 0.0031 0.00
H 3.3821 0.7091 0.5570 0.0197 -0.1581 -0.0819 0.00
H 4.9668 1.8349 -2.4576 -0.0323 0.0048 0.0908 0.00
H 4.0411 2.3262 -1.0152 -0.0194 -0.0192 -0.0679 0.00
H 3.9408 0.5667 -4.1600 -0.0577 -0.0441 -0.0069 0.00
H 2.2319 0.0802 -4.0053 0.0072 0.0046 -0.0301 0.00
H 2.8574 -2.2849 -1.3508 -0.0784 0.0426 0.0207 0.00
H 1.6139 -1.5891 -2.4260 0.3456 0.0773 0.2482 0.00
H 5.5836 -0.4280 -2.7571 -0.0028 -0.0161 0.0326 0.00
H 5.1004 -1.6499 -1.5558 0.0055 0.0388 -0.0573 0.00
Br 6.2214 0.3725 7.1021 -0.1792 0.0163 -0.1653 0.00
C 4.8082 0.3904 5.8278 -0.0189 0.0184 0.0499 0.00
C 3.4938 0.2839 6.2644 0.3208 0.0054 0.0829 0.00
C 2.4753 0.2653 5.3354 -0.0875 0.0525 -0.4691 0.00
C 2.7529 0.3680 3.9699 0.5992 -0.0715 0.4499 0.00
C 4.0804 0.5009 3.5560 -0.5467 0.0099 -0.0240 0.00
C 5.1067 0.5078 4.4778 0.1544 -0.0240 0.2387 0.00
C 1.6661 0.2871 2.9642 -0.0297 0.3266 -0.7012 0.01
O 0.6369 -0.3637 3.4532 0.6309 0.2207 0.2463 0.05
O 1.7689 0.7421 1.8333 0.0895 -0.1449 1.0229 0.00
H 3.2674 0.2048 7.3160 0.0485 0.0086 0.0966 0.00
H 1.4496 0.1812 5.6576 -0.1170 -0.0585 0.0389 0.00
H 4.3030 0.5889 2.5045 0.0138 0.0144 -0.1087 0.00
H 6.1298 0.5953 4.1469 0.0916 0.0065 0.0322 0.00
C -1.0605 -2.4879 -6.0507 0.1465 -0.1196 -0.0058 0.00
C -0.4285 -3.2329 -4.8744 -0.1048 0.0522 -0.2687 0.00
C -0.9261 -2.6986 -3.5850 -0.5710 -0.3356 0.0545 0.00
N -0.2344 -1.9931 -2.7765 0.4254 -0.3450 -1.0584 0.00
N -0.8669 -1.5761 -1.6798 -0.4060 0.2833 0.9721 0.00
C -2.1029 -1.9613 -1.6350 0.0032 -0.6893 -0.9202 0.00
N -2.9597 -1.7150 -0.6358 -0.4235 0.1450 0.3306 0.00
S -2.5790 -2.9422 -3.0280 0.5843 0.3816 0.3754 0.00
H -0.6472 -2.8593 -6.9838 -0.0302 0.0010 -0.1674 0.00
H -0.8516 -1.4235 -5.9783 0.0084 0.1147 -0.0152 0.00
H -2.1402 -2.6243 -6.0678 -0.0670 -0.0025 -0.0316 0.00
H 0.6570 -3.1114 -4.8866 -0.0751 -0.0597 0.0511 0.00
H -0.6645 -4.2972 -4.9459 0.1166 -0.0054 0.0072 0.00
H -2.6329 -1.0353 0.0396 -0.1055 -0.0517 -0.0522 0.00
H -3.9428 -1.7414 -0.8451 0.0105 0.1168 0.0631 0.00
```
Forces are in eV/Å.